[1]
2 unconnected molecules or ions with the total composition C5H14O at a distorted geometry, computed with ωB97M-V with the def2-TZVPD basis set.

Computed properties:
spin multiplicity	1
relative energy (zero: lowest compared OMol25 entry of this formula, charge and spin)	0.313	eV
frontier orbital gap	11.7	eV

The geometry in XYZ format:
```
20
C5H14O ωB97M-V with the def2-TZVPD basis set
C 0.073 -2.074 0.395
C 0.248 -0.837 -0.479
C 0.735 0.381 0.335
C 0.298 1.768 -0.150
C 2.278 0.333 0.412
H 1.047 -2.496 0.653
H -0.449 -1.912 1.342
H -0.499 -2.846 -0.122
H 0.993 -1.082 -1.240
H -0.691 -0.673 -1.010
H 0.364 0.195 1.348
H 0.763 2.525 0.481
H -0.766 1.901 0.059
H 0.573 1.883 -1.194
H 2.688 -0.670 0.298
H 2.636 0.793 1.335
H 2.702 0.915 -0.407
O -3.075 0.469 -0.510
H -3.963 0.126 -0.633
H -2.726 0.101 0.310
```

=====

[2]
2 unconnected molecules or ions with the total composition C2H9BN2 at a distorted geometry, computed with ωB97M-V with the def2-TZVPD basis set.

Computed properties:
spin multiplicity	1
relative energy (zero: lowest compared OMol25 entry of this formula, charge and spin)	1.228	eV
frontier orbital gap	8.8	eV

The geometry in XYZ format:
```
14
C2H9BN2 ωB97M-V with the def2-TZVPD basis set
B -1.043 0.018 -0.058
C 1.938 -0.001 0.499
C 1.089 0.064 -0.752
N -1.763 1.205 -0.056
N -1.534 -1.258 0.185
H 1.624 0.753 1.221
H 1.852 -0.976 0.979
H 2.997 0.171 0.280
H 1.186 1.006 -1.280
H 1.213 -0.787 -1.407
H -1.363 2.090 -0.300
H -2.746 1.259 0.154
H -0.958 -2.078 0.125
H -2.493 -1.464 0.409
```

=====

[3]
A molecular structure, C25H14Cl6N6O5Sn, computed with ωB97M-V with the def2-TZVPD basis set.

Computed properties:
spin multiplicity	1
relative energy (zero: lowest compared OMol25 entry of this formula, charge and spin)	0.000	eV
net charge	-2
frontier orbital gap	6.1	eV

The geometry in XYZ format:
```
57
C25H14Cl6N6O5Sn ωB97M-V with the def2-TZVPD basis set
Sn -0.316 -0.426 -0.851
Cl -3.004 -6.015 2.536
C -1.928 -4.686 2.175
C -2.430 -3.595 1.483
C -1.619 -2.511 1.170
N -2.043 -1.396 0.449
C -3.327 -1.067 0.377
O -4.322 -1.588 0.903
C -3.578 0.159 -0.486
C -4.800 0.820 -0.431
C -4.969 1.952 -1.204
C -3.931 2.384 -2.018
C -2.754 1.656 -2.026
N -2.596 0.569 -1.277
C -0.254 -2.528 1.572
C 0.220 -3.630 2.282
C -0.610 -4.701 2.575
Cl 0.055 -6.044 3.475
N 0.527 -1.446 1.184
C 1.657 -1.143 1.819
O 2.174 -1.675 2.815
C 2.415 0.035 1.230
C 2.830 1.070 2.060
C 3.479 2.152 1.500
C 3.725 2.160 0.134
C 3.303 1.073 -0.608
N 2.662 0.029 -0.079
H -3.469 -3.576 1.196
H -5.564 0.424 0.222
H -5.903 2.501 -1.170
H -4.020 3.272 -2.628
H -1.899 1.928 -2.634
H 1.240 -3.629 2.629
H 2.608 1.013 3.116
H 3.762 2.998 2.114
H 4.192 3.004 -0.354
H 3.444 1.048 -1.683
Cl 1.186 6.151 0.970
C 0.953 4.766 -0.055
C 1.337 4.798 -1.377
Cl 2.059 6.233 -2.049
C 1.135 3.678 -2.191
Cl 1.625 3.691 -3.860
C 0.573 2.487 -1.710
O 0.409 1.425 -2.405
C 0.189 2.467 -0.313
O -0.301 1.361 0.191
C 0.372 3.597 0.461
Cl -0.091 3.518 2.135
N 2.413 -2.277 -2.178
C 1.699 -3.389 -1.786
N 2.129 -3.959 -0.596
O 0.800 -3.872 -2.448
H 2.730 -1.690 -1.412
H 1.867 -1.731 -2.832
H 2.565 -3.329 0.062
H 1.397 -4.512 -0.173
```

=====

[4]
A gas-phase ion, NO6S2 (charge -1) at a distorted geometry, computed with ωB97M-V with the def2-TZVPD basis set.

Computed properties:
spin multiplicity	1
relative energy (zero: lowest compared OMol25 entry of this formula, charge and spin)	0.700	eV
net charge	-1
frontier orbital gap	9.0	eV

The geometry in XYZ format:
```
9
NO6S2 ωB97M-V with the def2-TZVPD basis set
O -1.922 -1.542 0.388
N -1.173 -1.184 -0.484
S -0.714 0.630 -0.076
O -0.491 0.844 1.339
O -1.751 1.474 -0.628
O 0.651 1.014 -0.780
S 1.730 0.106 0.359
O 2.896 -0.239 -0.447
O 0.775 -1.102 0.328
```